A molecular structure, C27H27IrN4O4Te. Source: OMol25; level of theory: ωB97M-V/def2-TZVPD.

Atoms and positions in Å:
1 Ir -0.573258 0.800278 -1.175194
2 C -2.445488 -2.995895 -1.348731
3 C -3.147201 -1.681088 -1.444858
4 N -2.606695 -0.473664 -1.486571
5 C -3.650460 0.422534 -1.572644
6 C -4.830966 -0.245517 -1.579939
7 N -4.488991 -1.564090 -1.510995
8 C -6.277182 0.102774 -1.627863
9 O -6.584762 1.378839 -1.614427
10 O -7.082467 -0.796856 -1.631382
11 C -3.349672 1.868248 -1.655314
12 O -4.248960 2.697435 -1.745821
13 O -2.082169 2.174146 -1.635018
14 H -1.468293 -2.928690 -1.818895
15 H -3.015074 -3.776372 -1.854183
16 H -2.314032 -3.299509 -0.305016
17 H -5.180427 -2.298237 -1.504533
18 H -5.760548 1.938802 -1.574341
19 C -1.988992 2.457543 1.472549
20 C -2.297408 0.970648 1.732971
21 C -1.202188 0.353497 2.568187
22 C -1.330571 0.357968 3.945201
23 C -0.296837 -0.067468 4.769462
24 C 0.910515 -0.474529 4.219281
25 C 1.087932 -0.548845 2.847618
26 C 2.495628 -0.830084 2.339583
27 C 3.428682 0.360077 2.608159
28 C -0.014754 -0.191479 2.016895
29 N 0.020631 -0.435565 0.635059
30 C 0.589584 -1.571460 0.268263
31 C 0.831666 -1.848618 -1.075240
32 C 1.578122 -2.938951 -1.655178
33 C 1.638987 -2.665111 -2.974751
34 C 0.918439 -1.402738 -3.176357
35 N 0.429323 -0.941897 -2.058865
36 H -2.809560 2.954192 0.951650
37 H -1.090844 2.593985 0.867558
38 H -1.811828 2.973405 2.419415
39 H -2.440499 0.425739 0.803956
40 H -3.234367 0.906871 2.282819
41 H -2.256490 0.721922 4.378975
42 H -0.425380 -0.058916 5.846971
43 H 1.740758 -0.739110 4.870286
44 H 2.520842 -1.031316 1.273066
45 H 2.884439 -1.723883 2.835610
46 H 3.028277 1.271708 2.155341
47 H 4.416288 0.175322 2.180928
48 H 3.547227 0.540813 3.678308
49 H 0.887773 -2.297075 1.018678
50 H 2.007460 -3.781206 -1.120901
51 H 2.127159 -3.244333 -3.748532
52 H 0.750159 -0.885242 -4.114978
53 Te 1.228468 2.856286 -1.524860
54 C 3.144186 2.055560 -1.504581
55 C 4.217274 2.943630 -1.592709
56 C 5.517223 2.454977 -1.580438
57 C 5.747516 1.088436 -1.486040
58 C 4.678293 0.203004 -1.403083
59 C 3.377211 0.685003 -1.414000
60 H 4.041746 4.011765 -1.668324
61 H 6.350577 3.145343 -1.643395
62 H 6.763310 0.711546 -1.478970
63 H 4.858587 -0.864512 -1.331844
64 H 2.542083 -0.000063 -1.348006

Atoms 1-2, force components in eV/Å:
Ir 0.186 0.398 -0.363
C -0.072 0.103 0.085

Total charge: +1
Frontier orbital gap (spin up / spin down) (hartree): 0.2412 / 0.2076
Spin multiplicity: 6
Relative energy (zero: lowest compared OMol25 entry of this formula, charge and spin) (kcal per mole): 5.5

=====

A molecular structure, C27H27MoN7O3S2. Source: OMol25; level of theory: ωB97M-V/def2-TZVPD.

Atoms and positions in Å:
1 Mo 0.231843 0.355467 -0.159597
2 O 1.724463 3.540492 -4.494721
3 C 1.832348 2.265830 -4.887937
4 C 2.137909 2.043127 -6.232278
5 C 2.272234 0.759522 -6.708405
6 C 2.105116 -0.344846 -5.865339
7 C 1.799495 -0.136531 -4.544276
8 C 1.655435 1.163837 -4.029248
9 C 1.322948 1.351337 -2.630698
10 O 1.085720 0.245000 -1.907775
11 N 1.227350 2.504443 -2.061717
12 N 0.897867 2.346909 -0.721453
13 C 1.039417 3.416856 -0.016450
14 C 0.890044 3.470038 1.408290
15 C 1.029150 4.690439 2.081403
16 C 0.945477 4.739674 3.457248
17 C 0.729188 3.570165 4.180111
18 C 0.591132 2.349338 3.537585
19 C 0.677155 2.307628 2.153110
20 O 0.525403 1.108700 1.540308
21 H 1.544795 3.585685 -3.540433
22 H 2.269542 2.900011 -6.877680
23 H 2.513519 0.609095 -7.752209
24 H 2.220035 -1.346313 -6.253957
25 H 1.667981 -0.977486 -3.876283
26 H 1.333357 4.320686 -0.541242
27 H 1.207142 5.595313 1.514711
28 H 1.051168 5.683649 3.972325
29 H 0.667259 3.614180 5.259295
30 H 0.415913 1.435217 4.086781
31 C -4.846017 0.549343 -0.259192
32 N -4.035996 -0.620373 -0.603001
33 C -4.481324 -1.922623 -0.624201
34 C -3.431094 -2.699017 -0.955314
35 N -2.344894 -1.857500 -1.156128
36 C -2.740806 -0.586842 -0.918288
37 S -1.824962 0.882480 -1.005271
38 C -1.050636 -2.358263 -1.488577
39 C -0.984579 -3.463625 -2.319269
40 C 0.245545 -4.066362 -2.521903
41 C 1.360761 -3.540078 -1.892676
42 C 1.206447 -2.396995 -1.135986
43 N 0.024895 -1.798381 -0.931650
44 H -5.865080 0.212700 -0.097674
45 H -4.823989 1.264608 -1.077512
46 H -4.452563 1.001452 0.648706
47 H -5.497807 -2.180833 -0.387180
48 H -3.345441 -3.766804 -1.032884
49 H -1.874005 -3.838440 -2.803615
50 H 0.321432 -4.932857 -3.164358
51 H 2.340599 -3.980408 -2.003131
52 H 2.070717 -1.923130 -0.688289
53 S -1.290230 -1.085023 1.649764
54 C -0.446725 -1.306213 3.127540
55 N -1.118667 -1.733745 4.190814
56 C -0.509792 -2.014692 5.493189
57 C 0.954188 -2.365132 5.299451
58 C 1.625354 -1.284301 4.471511
59 N 0.858939 -1.075830 3.241187
60 H -2.105829 -1.885741 4.062273
61 H -1.056312 -2.839392 5.946253
62 H -0.620932 -1.142326 6.141563
63 H 1.044733 -3.327502 4.793545
64 H 1.443632 -2.449040 6.267874
65 H 2.636167 -1.572540 4.189316
66 H 1.688682 -0.347640 5.031948
67 H 1.315184 -0.716398 2.421693

Atoms 1-2, force components in eV/Å:
Mo -0.407 -0.194 -0.398
O 0.010 0.011 -0.046

Total charge: +2
Frontier orbital gap (spin up / spin down) (hartree): 0.2201 / 0.2179
Relative energy (zero: lowest compared OMol25 entry of this formula, charge and spin) (kcal per mole): 6.0

=====

A single C27H27N3O5S molecule. Source: OMol25; level of theory: ωB97M-V/def2-TZVPD.

Atoms and positions in Å:
1 C 2.721172 2.875199 -4.608149
2 C 3.601894 3.048596 -3.377106
3 C 2.828984 3.047203 -2.057731
4 C 2.156293 1.708052 -1.705388
5 C 1.779876 1.697358 -0.223803
6 C 0.467723 1.792031 0.217245
7 C 0.177914 1.744086 1.570778
8 C 1.194256 1.615050 2.499271
9 C 2.507838 1.541966 2.067191
10 C 2.797816 1.578438 0.715994
11 N 2.967193 0.549417 -2.029038
12 C 2.285092 -0.396107 -2.710800
13 O 2.628957 -1.505246 -3.021044
14 N 1.052671 0.185824 -3.063357
15 C -0.021927 -0.547032 -3.683585
16 C -1.113070 -0.845756 -2.658546
17 O -2.298890 -0.851558 -2.894802
18 N -0.621452 -1.089520 -1.412954
19 C -1.421645 -1.226891 -0.313925
20 S -3.129329 -1.183435 -0.408545
21 C -3.251731 -1.385369 1.335493
22 C -4.552457 -1.430872 1.973227
23 C -4.682317 -1.679664 3.342177
24 C -5.929418 -1.719799 3.934093
25 C -7.072191 -1.514708 3.178339
26 C -6.957561 -1.268831 1.819770
27 C -5.713033 -1.227116 1.223610
28 C -2.017478 -1.481476 1.908503
29 C -0.952833 -1.389958 0.978367
30 C 0.471754 -1.452735 1.265215
31 O 1.339457 -1.302178 0.417254
32 O 0.733952 -1.693690 2.550509
33 C 2.104706 -1.842886 2.915950
34 C 2.604646 -3.252510 2.632797
35 C 0.918848 1.450944 -2.559505
36 O -0.019325 2.181915 -2.742101
37 H 1.881453 3.565449 -4.579362
38 H 3.298169 3.070578 -5.509211
39 H 2.331527 1.863113 -4.675257
40 H 4.360052 2.263055 -3.359059
41 H 4.120605 4.007409 -3.447180
42 H 2.035869 3.797261 -2.092444
43 H 3.511794 3.316154 -1.248821
44 H -0.340283 1.910027 -0.487202
45 H -0.850033 1.803436 1.896092
46 H 0.965902 1.571297 3.553603
47 H 3.311165 1.454155 2.784670
48 H 3.828392 1.515241 0.395895
49 H 3.791101 0.304474 -1.506641
50 H 0.396725 -1.482233 -4.068585
51 H -0.459638 0.031631 -4.500669
52 H 0.376294 -1.149966 -1.194792
53 H -3.802975 -1.846845 3.944097
54 H -6.011409 -1.914073 4.993630
55 H -8.045160 -1.547478 3.645233
56 H -7.843022 -1.108801 1.222624
57 H -5.628145 -1.033906 0.164003
58 H -1.836290 -1.605420 2.959426
59 H 2.136966 -1.619538 3.984299
60 H 2.699580 -1.109344 2.362326
61 H 1.977461 -3.982902 3.138240
62 H 3.626528 -3.355066 2.986517
63 H 2.580989 -3.446448 1.563166

Atoms 1-2, force components in eV/Å:
C 0.191 0.048 0.083
C -0.164 0.100 0.057

SMILES: CCC[C@]1(c2ccccc2)NC(=O)N(CC(=O)Nc2sc(-c3ccccc3)cc2C(=O)OCC)C1=O
Frontier orbital gap (hartree): 0.2995
Relative energy (zero: lowest compared OMol25 entry of this formula, charge and spin) (kcal per mole): 0.0

=====

A molecular structure, C27H27N8O3PRhS2. Source: OMol25; level of theory: ωB97M-V/def2-TZVPD.

Atoms and positions in Å:
1 Rh 0.167908 0.332259 0.046396
2 S 0.000982 0.217345 2.279293
3 C -0.888941 -1.276946 2.100473
4 S -1.386370 -1.446895 0.465796
5 C -1.046130 -2.214839 3.055910
6 C -1.506495 -3.523202 2.658220
7 N -1.788496 -4.560787 2.246979
8 C -0.609615 -1.972171 4.403600
9 N -0.248609 -1.731660 5.468558
10 N 2.882058 1.702361 0.627694
11 P 2.430036 0.203020 0.002107
12 C 2.781813 0.274108 -1.762270
13 C 4.086251 0.498996 -2.207755
14 C 4.353926 0.578686 -3.562844
15 C 3.322069 0.429718 -4.484393
16 C 2.025004 0.204809 -4.050950
17 C 1.756514 0.125521 -2.689642
18 C 3.710519 -0.857917 0.671381
19 C 4.130592 -1.962009 -0.067170
20 C 5.095323 -2.809999 0.449850
21 C 5.641733 -2.562724 1.704776
22 C 5.210028 -1.476546 2.449642
23 C 4.235795 -0.632792 1.939432
24 C 2.002317 2.745078 0.506012
25 C 2.272356 4.006454 1.042120
26 C 1.370511 5.012624 0.812919
27 C 0.236396 4.760762 0.036772
28 C 0.033269 3.486442 -0.419504
29 N 0.877194 2.463632 -0.169517
30 H 3.719508 1.820940 1.174975
31 H 4.893502 0.608621 -1.492828
32 H 5.365773 0.754786 -3.903377
33 H 3.533733 0.488229 -5.544528
34 H 1.219500 0.092573 -4.764394
35 H 0.732094 -0.059548 -2.384873
36 H 3.711559 -2.153593 -1.045571
37 H 5.426279 -3.663352 -0.128362
38 H 6.400607 -3.223138 2.104554
39 H 5.615799 -1.293748 3.435591
40 H 3.860519 0.171326 2.562124
41 H 3.173090 4.166791 1.618228
42 H 1.546279 5.998401 1.223475
43 H -0.471608 5.540131 -0.201841
44 H -0.818645 3.253056 -1.035874
45 C -5.147386 2.930262 0.230784
46 N -3.929851 2.246820 -0.160626
47 C -3.625136 1.792130 -1.512613
48 C -2.236536 1.220165 -1.310060
49 O -1.516679 0.732310 -2.165292
50 N -1.880989 1.332711 -0.001893
51 C -2.903570 1.911130 0.633772
52 N -2.866262 2.126232 1.944861
53 H -5.481041 3.556905 -0.593708
54 H -4.957849 3.584934 1.080214
55 H -5.945788 2.232370 0.485700
56 H -3.627265 2.608825 -2.235648
57 H -4.310994 1.015615 -1.855107
58 H -2.076593 1.729237 2.442340
59 H -3.670873 2.436010 2.458679
60 N 0.228105 -4.724749 0.000066
61 C 1.267175 -4.473696 1.051745
62 C 1.572826 -2.969638 0.986555
63 O 2.104853 -2.498567 1.978146
64 O 1.187319 -2.403222 -0.094302
65 H 0.423483 -5.517540 -0.603683
66 H 0.273006 -3.803374 -0.523671
67 H -0.687983 -4.832247 0.413412
68 H 2.166570 -5.050377 0.849448
69 H 0.866389 -4.747007 2.020619

Atoms 1-2, force components in eV/Å:
Rh -1.644 2.905 -0.381
S 0.178 -0.255 0.493

Total charge: +1
Frontier orbital gap (spin up / spin down) (hartree): 0.2555 / 0.2555
Relative energy (zero: lowest compared OMol25 entry of this formula, charge and spin) (kcal per mole): 49.9